Entry 1:
{
  "formula": "C19H21NO3",
  "method": "the ωB97M-V functional and the def2-TZVPD basis",
  "symbols": ["C", "H", "H", "H", "C", "N", "C", "O", "C", "H", "H", "O", "C", "O", "C", "H", "H", "C", "C", "C", "C", "C", "C", "C", "H", "H", "H", "H", "H", "H", "H", "H", "C", "C", "C", "C", "C", "C", "H", "H", "H", "H", "H", "H"],
  "positions_angstrom": [[2.37579, 0.31671, 2.12380], [1.99456, 1.24865, 1.71207], [3.11779, 0.54989, 2.88283], [1.55551, -0.22581, 2.58804], [3.01012, -0.53386, 1.01926], [2.02105, -0.85211, 0.00670], [1.55833, -2.09042, -0.20903], [1.92256, -3.08407, 0.38070], [0.49188, -2.14867, -1.32181], [0.87927, -1.66381, -2.22471], [0.24726, -3.19320, -1.51866], [-0.73672, -1.53391, -0.93513], [-0.86321, -0.21810, -1.06257], [0.02311, 0.51054, -1.44837], [-2.22882, 0.27952, -0.65905], [-2.53220, 1.03854, -1.38399], [-2.11100, 0.78949, 0.30198], [-3.29457, -0.81303, -0.53870], [-4.60666, -0.20185, -0.13185], [-4.93001, -0.05339, 1.21060], [-6.12082, 0.54155, 1.58768], [-7.00352, 0.99908, 0.62438], [-6.68953, 0.85740, -0.71639], [-5.49794, 0.26201, -1.09050], [-5.25839, 0.15090, -2.13871], [-7.37511, 1.21065, -1.47272], [-7.93376, 1.46260, 0.91752], [-6.36113, 0.64750, 2.63549], [-4.24540, -0.41253, 1.96611], [-3.39909, -1.32101, -1.49878], [-2.97550, -1.54730, 0.20173], [1.65408, -0.08568, -0.54532], [4.18634, 0.18451, 0.40006], [5.47964, -0.26835, 0.62113], [6.56224, 0.39757, 0.07325], [6.36221, 1.52325, -0.70669], [5.07523, 1.97987, -0.93465], [3.99377, 1.31668, -0.38299], [2.99562, 1.68713, -0.56863], [4.91238, 2.85705, -1.54359], [7.20582, 2.04285, -1.13641], [7.56346, 0.03492, 0.25380], [5.63863, -1.14984, 1.22525], [3.33675, -1.49188, 1.43686]],
  "total_energy_ha": -1017.13107,
  "homo_energy_ev": -9.259,
  "lumo_energy_ev": 0.67,
  "smiles": "C[C@@H](NC(=O)COC(=O)CCc1ccccc1)c1ccccc1",
  "relative_energy_kcal_mol": 5.0,
  "fmax_ev_per_a": 0.7,
  "homo_lumo_gap_ha": 0.36497
}

---

Entry 2:
{
  "formula": "C19H21NO4",
  "method": "the ωB97M-V functional and the def2-TZVPD basis",
  "symbols": ["C", "H", "O", "C", "C", "C", "C", "C", "C", "H", "H", "O", "C", "C", "C", "C", "C", "C", "C", "H", "H", "C", "O", "N", "C", "H", "C", "H", "O", "C", "H", "C", "H", "H", "H", "H", "H", "H", "H", "H", "H", "H", "H", "H", "H"],
  "positions_angstrom": [[-1.66240, -3.40452, -4.78214], [-1.05762, -4.22702, -5.16106], [-0.75150, -2.48077, -4.24032], [-1.24423, -1.33098, -3.69042], [-0.30033, -0.44714, -3.17441], [-0.68072, 0.74513, -2.59061], [-2.02809, 1.08102, -2.50911], [-2.97181, 0.19855, -3.02594], [-2.59123, -0.99382, -3.61089], [-3.35513, -1.64837, -3.99925], [-4.01474, 0.46621, -2.96166], [-2.52628, 2.22809, -1.95429], [-1.62183, 3.16404, -1.41441], [-0.86126, 2.66231, -0.21033], [-1.41334, 1.68832, 0.61109], [-0.70913, 1.20754, 1.69854], [0.55484, 1.70670, 1.98907], [1.09096, 2.71183, 1.19321], [0.39318, 3.17567, 0.09396], [0.82409, 3.94393, -0.53237], [2.06073, 3.11899, 1.43678], [1.31542, 1.23746, 3.18891], [1.58604, 1.97740, 4.11613], [1.68024, -0.06686, 3.18367], [1.49451, -0.98549, 2.07937], [1.49634, -0.43886, 1.13373], [2.63086, -2.00626, 2.09127], [2.52103, -2.70657, 1.25956], [2.64147, -2.78716, 3.26815], [2.16583, -2.10081, 4.41318], [1.09085, -2.29754, 4.54078], [2.39852, -0.59917, 4.32944], [3.47154, -0.38875, 4.23869], [2.03051, -0.09479, 5.22580], [2.69841, -2.52316, 5.26875], [3.59092, -1.48024, 1.97967], [0.53681, -1.51473, 2.17010], [-1.14931, 0.45274, 2.33322], [-2.39624, 1.30171, 0.38668], [-2.25361, 4.01029, -1.11978], [-0.92116, 3.51486, -2.18551], [0.08249, 1.39813, -2.19860], [0.74251, -0.71427, -3.24064], [-2.35206, -3.78473, -4.02113], [-2.23609, -2.96892, -5.60688]],
  "total_energy_ha": -1092.30344,
  "homo_energy_ev": -8.043,
  "lumo_energy_ev": 0.59,
  "smiles": "COc1ccc(OCc2ccc(C(=O)N3CCOCC3)cc2)cc1",
  "relative_energy_kcal_mol": 51.1,
  "fmax_ev_per_a": 0.5,
  "homo_lumo_gap_ha": 0.31715
}

---

Entry 3:
{
  "formula": "C19H21NO6",
  "method": "the ωB97M-V functional and the def2-TZVPD basis",
  "symbols": ["C", "H", "O", "C", "C", "C", "C", "C", "C", "H", "H", "H", "N", "C", "O", "C", "H", "H", "O", "C", "O", "C", "H", "H", "C", "H", "O", "C", "C", "C", "C", "C", "C", "O", "C", "H", "H", "H", "H", "H", "H", "H", "H", "H", "H", "H", "H"],
  "positions_angstrom": [[3.72533, -3.68817, 3.07002], [3.10449, -3.16460, 3.80347], [4.34711, -2.78826, 2.18210], [3.56049, -2.02353, 1.37879], [2.17115, -2.04440, 1.39793], [1.45821, -1.22359, 0.53084], [2.12845, -0.38460, -0.35457], [3.51168, -0.36474, -0.35902], [4.23059, -1.17344, 0.49746], [5.30854, -1.17020, 0.50222], [4.03481, 0.28757, -1.04214], [1.56365, 0.24847, -1.02149], [0.05889, -1.21322, 0.49687], [-0.80605, -1.99612, 1.17537], [-0.53642, -2.76990, 2.06728], [-2.26603, -1.82258, 0.71760], [-2.79453, -1.16591, 1.41171], [-2.73072, -2.81383, 0.72082], [-2.37311, -1.21794, -0.56035], [-1.95577, -1.95124, -1.60109], [-1.66283, -3.11282, -1.52742], [-1.86511, -1.13711, -2.87696], [-2.48968, -1.61165, -3.63521], [-0.82760, -1.20629, -3.21346], [-2.26141, 0.32596, -2.71732], [-3.29695, 0.39909, -2.36094], [-1.38766, 0.93232, -1.78736], [-1.70849, 2.18711, -1.34295], [-2.64485, 3.01745, -1.93339], [-2.89132, 4.28252, -1.41695], [-2.20244, 4.72191, -0.30817], [-1.26209, 3.90022, 0.29773], [-1.00742, 2.63522, -0.20300], [-0.11539, 1.74804, 0.32728], [0.61410, 2.13572, 1.46684], [1.23199, 3.01628, 1.26613], [-0.04704, 2.33922, 2.31520], [1.26052, 1.29232, 1.70437], [-0.73626, 4.25759, 1.16826], [-2.38862, 5.70384, 0.09847], [-3.62465, 4.91496, -1.89266], [-3.18918, 2.69404, -2.80599], [-2.18368, 0.82504, -3.69374], [-0.32994, -0.51186, -0.12732], [1.62586, -2.68770, 2.06534], [4.53696, -4.20118, 3.58376], [3.11243, -4.42005, 2.53566]],
  "total_energy_ha": -1242.81801,
  "homo_energy_ev": -8.101,
  "lumo_energy_ev": 0.62,
  "smiles": "COc1cccc(NC(=O)COC(=O)CCOc2ccccc2OC)c1",
  "relative_energy_kcal_mol": 36.1,
  "fmax_ev_per_a": 0.6,
  "homo_lumo_gap_ha": 0.32039
}

---

Entry 4:
{
  "formula": "C19H21NO6S",
  "method": "the ωB97M-V functional and the def2-TZVPD basis",
  "symbols": ["C", "H", "H", "H", "O", "C", "C", "C", "C", "C", "C", "O", "C", "H", "H", "H", "O", "C", "H", "H", "H", "H", "N", "C", "O", "C", "H", "H", "S", "C", "C", "C", "C", "C", "C", "H", "H", "O", "C", "C", "H", "O", "H", "H", "H", "H", "H", "H"],
  "positions_angstrom": [[-1.36554, -1.95462, -2.84841], [-2.07313, -2.62366, -3.24393], [-0.49457, -2.44759, -2.43423], [-0.92271, -1.51924, -3.84694], [-1.98558, -1.17891, -2.23768], [-1.28241, -0.09980, -1.51910], [0.04190, -0.01628, -1.63572], [0.82477, 1.14521, -1.29609], [0.14192, 2.07400, -0.47205], [-1.13526, 1.90178, -0.16114], [-1.95447, 1.08970, -0.70163], [-3.33620, 0.73339, -0.65613], [-3.84186, 0.84054, 0.53455], [-4.78106, 0.55488, 0.70442], [-4.08385, 2.07763, 0.54169], [-3.33391, 0.72338, 1.64657], [-1.82463, 2.68544, 0.66711], [-1.17570, 3.81911, 1.33756], [-0.55957, 4.65063, 0.47019], [-0.40766, 3.51680, 2.04888], [-1.92413, 4.42348, 1.74197], [0.65321, 2.92651, 0.23617], [2.23624, 1.23823, -1.26165], [3.07299, 1.74009, -0.29183], [2.91262, 2.80140, 0.02106], [4.58793, 1.04943, -0.49826], [5.03632, 1.05011, -1.42536], [5.13426, 1.57006, 0.31102], [4.32929, -0.84129, -0.27636], [2.88700, -1.08379, 0.51939], [2.00406, -1.89159, -0.11483], [0.70148, -2.20007, 0.36084], [0.34628, -1.30336, 1.55236], [1.18813, -0.55279, 2.04639], [2.44862, -0.35265, 1.55326], [3.20378, 0.63158, 2.01946], [0.91141, 0.18849, 2.72530], [-0.94894, -1.38539, 2.31655], [-1.86790, -2.12602, 1.29030], [-1.29429, -3.32573, 0.88809], [-1.78177, -4.12888, 0.34937], [-0.21489, -3.07664, 0.20448], [-0.93761, -4.08105, 1.68942], [-2.74922, -2.53094, 1.94846], [-2.29241, -1.53212, 0.33322], [2.44752, -2.68870, -0.90592], [2.67647, 0.25162, -1.84077], [0.78305, -0.74240, -2.39003]],
  "total_energy_ha": -1640.38498,
  "homo_energy_ev": -7.908,
  "lumo_energy_ev": 0.45,
  "relative_energy_kcal_mol": 394.0,
  "fmax_ev_per_a": 19.4,
  "homo_lumo_gap_ha": 0.30724
}

---

Entry 5:
{
  "formula": "C19H22AlBrN6O",
  "method": "the ωB97M-V functional and the def2-TZVPD basis",
  "symbols": ["Al", "N", "C", "C", "N", "C", "C", "N", "H", "H", "H", "H", "H", "H", "H", "H", "H", "H", "H", "H", "H", "Br", "C", "C", "C", "C", "C", "C", "N", "N", "C", "C", "C", "C", "O", "C", "N", "C", "C", "C", "C", "H", "H", "H", "H", "H", "H", "H", "H", "H"],
  "positions_angstrom": [[0.92171, 1.49119, -0.53440], [2.75614, 2.27411, -0.90542], [2.64713, 3.61648, -0.26026], [1.44139, 4.33737, -0.86027], [0.36147, 3.33621, -1.15005], [-1.03279, 3.64945, -0.68273], [-1.61205, 2.43452, 0.04351], [-1.08099, 1.20423, -0.60782], [3.44419, 1.71269, -0.40580], [3.10997, 2.36223, -1.85685], [3.55491, 4.20171, -0.39032], [2.49921, 3.43773, 0.80453], [1.70660, 4.84597, -1.78634], [1.07042, 5.08868, -0.16764], [0.30265, 3.27837, -2.16384], [-1.63791, 3.91586, -1.54813], [-1.00943, 4.51039, -0.01938], [-2.70018, 2.45501, 0.03053], [-1.27614, 2.41269, 1.07953], [-1.56198, 1.03495, -1.49279], [-1.32559, 0.38751, -0.04141], [-4.16556, -0.62879, -1.45255], [-3.13926, -1.88826, -0.46843], [-2.92995, -1.67490, 0.88789], [-2.13838, -2.56300, 1.59909], [-1.57268, -3.65217, 0.94787], [-1.88203, -3.91955, -0.37776], [-2.64852, -3.01828, -1.10418], [-0.69380, -4.56908, 1.63080], [0.36972, -4.15378, 2.11334], [0.71566, -2.77025, 1.91357], [0.74530, -1.90127, 2.96750], [0.89995, -0.51246, 2.76835], [1.03844, -0.01331, 1.50172], [1.10937, 1.30966, 1.19164], [1.13486, -0.92742, 0.41813], [1.31511, -0.38024, -0.83518], [1.47833, -1.18544, -1.87693], [1.46440, -2.57430, -1.75061], [1.20641, -3.13456, -0.52274], [1.02085, -2.31091, 0.60678], [-3.40722, -0.84397, 1.39262], [-1.97358, -2.41321, 2.65754], [-1.50820, -4.82279, -0.84364], [-2.87317, -3.20396, -2.14533], [0.57191, -2.28024, 3.96685], [0.87405, 0.16550, 3.61103], [1.61845, -0.72151, -2.84588], [1.62973, -3.18753, -2.62414], [1.16111, -4.21130, -0.41200]],
  "total_energy_ha": -3957.05940,
  "homo_energy_ev": -13.713,
  "lumo_energy_ev": -6.63,
  "total_charge": 2,
  "relative_energy_kcal_mol": 0.0,
  "fmax_ev_per_a": 0.2,
  "homo_lumo_gap_ha": 0.26025
}